# C5H7N4O2

The ion C5H7N4O2 with charge +1 at a distorted geometry (ωB97M-V/def2-TZVPD, OMol25).

Properties
HOMO (spin up / spin down), hartree: -0.533 / -0.534
Energy relative to the best compared isomer or geometry (same formula, charge and spin), kJ/mol: 314.6
HOMO-LUMO gap (spin up / spin down), Eh: 0.2815 / 0.2820
Total energy, hartree: -563.84068
Lowest unoccupied orbital energy (spin up / spin down), eV: -6.8559 / -6.8440

```
! wB97M-V def2-TZVPD RIJCOSX def2/J DEFGRID3
* xyz 1 1
C -0.51 -0.67 0.14
C 0.88 0.65 -1.07
C -0.37 1.60 0.77
C -1.23 -1.95 0.53
C 1.82 0.56 -2.26
N 0.29 -0.51 -0.91
N 0.69 1.65 -0.17
N -1.88 -0.99 2.47
N -0.81 0.32 0.94
O -0.69 2.54 1.46
O -1.13 -1.93 1.96
H -2.21 -1.99 0.21
H -0.70 -2.82 0.11
H 2.71 1.13 -1.90
H 1.54 1.15 -3.12
H 2.07 -0.50 -2.44
H 1.09 2.57 -0.17
H -1.56 -0.81 3.44
*
```

***

# C5H7N4S

The ion C5H7N4S with charge +1 at a distorted geometry (ωB97M-V/def2-TZVPD, OMol25).

Properties
HOMO, hartree: -0.458
Energy relative to the best compared isomer or geometry (same formula, charge and spin), kJ/mol: 417.5
HOMO-LUMO gap, Eh: 0.3246
Total energy, hartree: -811.54194
Lowest unoccupied orbital energy, eV: -3.6296
Structure (SMILES): SN1C=[NH+]N2CC=CN=C12

```
! wB97M-V def2-TZVPD RIJCOSX def2/J DEFGRID3
* xyz 1 1
C 2.04 -0.96 -0.19
C 1.13 -1.93 -0.24
C -1.77 1.54 -0.06
C -0.44 -0.47 0.09
C 1.73 0.41 0.16
N -0.25 -1.68 -0.04
N -2.09 0.31 0.04
N 0.27 0.59 -0.04
N -0.50 1.74 -0.33
S -3.48 -0.66 -0.12
H 3.12 -1.17 -0.29
H 1.44 -2.93 -0.40
H -2.54 2.42 0.07
H 2.04 0.41 1.28
H 2.22 1.15 -0.48
H -0.05 2.68 -0.25
H -2.85 -1.46 0.79
*
```

***

# C5H7N4S2

A structure of composition C5H7N4S2 at a distorted geometry (ωB97M-V/def2-TZVPD, OMol25).

Properties
HOMO, hartree: -0.474
Energy relative to the best compared isomer or geometry (same formula, charge and spin), kJ/mol: 343.7
HOMO-LUMO gap, Eh: 0.3182
Total energy, hartree: -1209.73736
Lowest unoccupied orbital energy, eV: -4.2324

```
! wB97M-V def2-TZVPD RIJCOSX def2/J DEFGRID3
* xyz 1 1
C 2.86 0.28 -0.31
C -1.02 -0.86 0.70
C 0.83 1.15 -0.12
C -0.59 1.46 0.07
C 0.94 -0.75 -0.85
N 2.33 -0.83 -0.59
N 2.03 1.34 0.06
N -1.51 0.32 0.47
N 0.06 -1.39 0.15
S 0.67 -1.23 -2.52
S -3.05 0.60 0.83
H 3.90 0.39 -0.34
H -1.70 -1.47 1.34
H -0.86 2.23 0.85
H -1.13 1.78 -0.81
H 0.36 -2.28 0.72
H 1.55 -2.27 -2.43
H -2.96 1.21 2.11
*
```

***

# C5H7N5O3Sn

A structure of composition C5H7N5O3Sn (ωB97M-V/def2-TZVPD, OMol25).

Properties
HOMO, hartree: -0.318
Energy relative to the best compared isomer or geometry (same formula, charge and spin), kJ/mol: 74.5
HOMO-LUMO gap, Eh: 0.3143
Total energy, hartree: -908.54534
Lowest unoccupied orbital energy, eV: -0.0919

```
! wB97M-V def2-TZVPD RIJCOSX def2/J DEFGRID3
* xyz 0 1
Sn 1.18 -0.12 1.14
N -2.82 -0.35 2.49
C -1.68 0.35 2.62
N -1.74 1.64 3.00
O -0.58 -0.20 2.42
H -3.72 0.05 2.66
H -2.75 -1.31 2.20
H -2.61 2.14 3.09
H -0.88 2.16 3.01
N -0.08 -1.16 -0.29
C -0.52 -2.13 -0.79
N -0.95 -3.12 -1.43
C -1.61 -4.18 -1.00
N -2.20 -5.13 -0.69
C -1.13 1.75 -0.96
O -0.39 2.59 -0.06
C 0.48 1.93 0.70
O 1.14 2.53 1.53
H -1.75 2.42 -1.56
H -1.76 1.06 -0.41
H -0.46 1.19 -1.61
*
```

***

# C5H7N6S2

The ion C5H7N6S2 with charge +1 at a distorted geometry (ωB97M-V/def2-TZVPD, OMol25).

Properties
HOMO, hartree: -0.476
Energy relative to the best compared isomer or geometry (same formula, charge and spin), kJ/mol: 40.3
HOMO-LUMO gap, Eh: 0.2564
Total energy, hartree: -1319.28073
Lowest unoccupied orbital energy, eV: -5.9656
Structure (SMILES): [H]/N=N/C1=[NH+][C@@]2(S)N=CN[C@H]2C(=S)N1

```
! wB97M-V def2-TZVPD RIJCOSX def2/J DEFGRID3
* xyz 1 1
C -2.23 -0.90 -1.36
C 0.84 -1.40 0.28
C 1.39 0.95 0.03
C -0.58 -1.05 0.33
C -0.98 0.45 0.20
N -2.04 0.35 -1.25
N 3.34 1.95 0.76
N 2.37 1.90 -0.06
N -1.36 -1.73 -0.67
N 1.72 -0.34 0.21
N 0.13 1.33 -0.17
S 1.28 -2.96 0.23
S -2.13 1.00 1.58
H -2.78 -1.50 -2.11
H -0.96 -1.32 1.24
H 4.02 2.71 0.38
H -1.60 -2.72 -0.48
H 2.71 -0.56 0.43
H -0.17 2.24 -0.38
H -2.98 1.62 0.80
*
```

***

# C5H7NO

The molecule C5H7NO (ωB97M-V/def2-TZVPD, OMol25).

Properties
HOMO (spin up / spin down), hartree: -0.244 / -0.244
Energy relative to the best compared isomer or geometry (same formula, charge and spin), kJ/mol: 404.0
HOMO-LUMO gap (spin up / spin down), Eh: 0.2131 / 0.2132
Total energy, hartree: -324.57060
Lowest unoccupied orbital energy (spin up / spin down), eV: -0.8513 / -0.8510

```
! wB97M-V def2-TZVPD RIJCOSX def2/J DEFGRID3
* xyz 0 1
O -1.92 -0.44 -2.52
C -1.76 0.32 -1.55
C -0.94 0.06 -0.46
C 0.09 -1.02 -0.33
N 0.74 -0.13 0.68
C 1.89 -0.13 1.20
C -0.37 0.88 0.67
H -2.31 1.29 -1.50
H -0.17 -1.99 0.13
H 0.75 -1.21 -1.19
H 2.58 -0.94 0.99
H 2.18 0.69 1.86
H -0.86 0.88 1.67
H 0.03 1.90 0.50
*
```

***

# C5H7NO

The molecule C5H7NO (ωB97M-V/def2-TZVPD, OMol25).

Properties
HOMO, hartree: -0.352
Energy relative to the best compared isomer or geometry (same formula, charge and spin), kJ/mol: 449.1
HOMO-LUMO gap, Eh: 0.3892
Total energy, hartree: -324.55340
Lowest unoccupied orbital energy, eV: 1.0009

```
! wB97M-V def2-TZVPD RIJCOSX def2/J DEFGRID3
* xyz 0 1
C 1.32 0.50 -1.15
N 0.13 -0.01 -1.88
C 0.06 0.20 -0.46
C -0.33 -0.94 0.43
C -0.32 -0.01 1.65
C -1.05 0.69 0.48
O -1.74 -0.58 0.21
H 2.18 -0.14 -0.99
H 1.58 1.53 -1.41
H 0.20 -1.02 -1.98
H -0.04 -1.97 0.17
H 0.63 0.42 2.01
H -0.98 -0.32 2.47
H -1.64 1.61 0.49
*
```

***

# C5H7NO

The molecule C5H7NO at a distorted geometry (ωB97M-V/def2-TZVPD, OMol25).

Properties
HOMO, hartree: -0.346
Energy relative to the best compared isomer or geometry (same formula, charge and spin), kJ/mol: 200.4
HOMO-LUMO gap, Eh: 0.3669
Total energy, hartree: -324.64814
Lowest unoccupied orbital energy, eV: 0.5782
Structure (SMILES): CC1=CNC(=O)C1

```
! wB97M-V def2-TZVPD RIJCOSX def2/J DEFGRID3
* xyz 0 1
C 1.77 0.34 -0.81
C 0.41 -0.01 -0.29
C -0.68 -0.34 -1.01
N -1.86 -0.45 -0.20
C -1.24 -0.84 1.09
O -1.67 -1.62 1.88
C -0.09 0.15 1.10
H 1.79 0.25 -1.90
H 2.56 -0.29 -0.39
H 2.02 1.38 -0.55
H -0.77 -0.40 -2.09
H -1.99 0.58 0.17
H 0.59 0.20 1.95
H -0.85 1.05 1.05
*
```

***

# C5H7NO

A cluster of 2 separate species, C5H7NO in total at a distorted geometry (ωB97M-V/def2-TZVPD, OMol25).

Properties
HOMO, hartree: -0.365
Energy relative to the best compared isomer or geometry (same formula, charge and spin), kJ/mol: 51.3
HOMO-LUMO gap, Eh: 0.3918
Total energy, hartree: -324.70492
Lowest unoccupied orbital energy, eV: 0.7369
Structure (SMILES): c1ccncc1.O

```
! wB97M-V def2-TZVPD RIJCOSX def2/J DEFGRID3
* xyz 0 1
C 0.14 -1.22 0.00
C 1.57 -1.19 -0.03
C 2.19 0.06 -0.07
C 1.41 1.23 -0.05
C 0.04 1.13 0.02
H -4.10 -0.18 0.78
H -2.99 0.12 -0.21
H -0.52 -2.09 -0.07
H 2.16 -2.08 -0.14
H 3.29 0.11 -0.15
H 1.95 2.21 -0.18
H -0.63 1.98 0.15
N -0.58 -0.06 0.14
O -3.95 0.00 -0.19
*
```

***

# C5H7NO

The molecule C5H7NO at a distorted geometry (ωB97M-V/def2-TZVPD, OMol25).

Properties
HOMO, hartree: -0.268
Energy relative to the best compared isomer or geometry (same formula, charge and spin), kJ/mol: 239.5
HOMO-LUMO gap, Eh: 0.2910
Total energy, hartree: -324.63326
Lowest unoccupied orbital energy, eV: 0.6304
Structure (SMILES): [O-]C1=CC=CC[NH2+]1

```
! wB97M-V def2-TZVPD RIJCOSX def2/J DEFGRID3
* xyz 0 1
O 0.58 -0.69 2.51
C 0.11 -0.19 1.53
C -1.02 0.48 1.06
C -1.36 0.38 -0.35
C -0.57 -0.13 -1.32
C 0.84 -0.51 -0.98
N 1.14 0.15 0.32
H 0.68 1.09 0.42
H -1.79 0.70 1.78
H -2.37 0.68 -0.62
H -0.90 -0.24 -2.35
H 1.56 -0.16 -1.73
H 0.99 -1.60 -0.89
H 2.11 0.04 0.62
*
```

***

# C5H7NO

The molecule C5H7NO (ωB97M-V/def2-TZVPD, OMol25).

Properties
HOMO, hartree: -0.322
Energy relative to the best compared isomer or geometry (same formula, charge and spin), kJ/mol: 134.0
HOMO-LUMO gap, Eh: 0.3532
Total energy, hartree: -324.67344
Lowest unoccupied orbital energy, eV: 0.8577
Structure (SMILES): C1=CN=COCC1

```
! wB97M-V def2-TZVPD RIJCOSX def2/J DEFGRID3
* xyz 0 1
C 0.91 0.24 0.83
C 0.28 1.37 0.10
C 0.92 -1.02 -0.05
O -0.34 -1.69 -0.05
C -1.48 -1.04 -0.38
N -1.77 0.18 -0.59
C -0.90 1.28 -0.53
H 0.38 0.01 1.76
H 1.91 0.57 1.15
H 0.85 2.28 -0.01
H 1.63 -1.77 0.30
H 1.17 -0.78 -1.09
H -2.28 -1.78 -0.46
H -1.29 2.17 -1.00
*
```

***

# C5H7NO

The molecule C5H7NO (ωB97M-V/def2-TZVPD, OMol25).

Properties
HOMO, hartree: -0.283
Energy relative to the best compared isomer or geometry (same formula, charge and spin), kJ/mol: 67.3
HOMO-LUMO gap, Eh: 0.3124
Total energy, hartree: -324.69885
Lowest unoccupied orbital energy, eV: 0.7959
Structure (SMILES): Cn1cccc1O

```
! wB97M-V def2-TZVPD RIJCOSX def2/J DEFGRID3
* xyz 0 1
C 0.91 1.46 -0.81
N 0.09 0.48 -0.13
C -1.25 0.60 0.15
C -1.69 -0.60 0.64
C -0.58 -1.49 0.66
C 0.49 -0.78 0.18
O 1.80 -1.11 -0.06
H 1.47 0.96 -1.60
H 1.62 1.94 -0.13
H 0.26 2.22 -1.26
H -1.76 1.54 0.01
H -2.69 -0.82 0.99
H -0.68 -2.55 0.86
H 2.00 -1.86 0.51
*
```

***

# C5H7NO

The molecule C5H7NO (ωB97M-V/def2-TZVPD, OMol25).

Properties
HOMO, hartree: -0.350
Energy relative to the best compared isomer or geometry (same formula, charge and spin), kJ/mol: 438.0
HOMO-LUMO gap, Eh: 0.3872
Total energy, hartree: -324.55765
Lowest unoccupied orbital energy, eV: 1.0234

```
! wB97M-V def2-TZVPD RIJCOSX def2/J DEFGRID3
* xyz 0 1
C -1.64 -0.85 -0.26
N -1.77 0.60 -0.01
C -0.47 0.01 -0.07
C 0.68 0.17 0.92
C 1.71 -0.26 -0.13
C 0.69 0.66 -0.81
O 0.82 1.55 0.39
H -1.89 -1.54 0.55
H -1.96 -1.17 -1.25
H -2.05 0.82 0.94
H 0.70 -0.01 2.00
H 1.81 -1.31 -0.44
H 2.67 0.25 0.00
H 0.70 1.06 -1.82
*
```

***

# C5H7NO

The molecule C5H7NO (ωB97M-V/def2-TZVPD, OMol25).

Properties
HOMO, hartree: -0.329
Energy relative to the best compared isomer or geometry (same formula, charge and spin), kJ/mol: 490.4
HOMO-LUMO gap, Eh: 0.3368
Total energy, hartree: -324.53769
Lowest unoccupied orbital energy, eV: 0.2028

```
! wB97M-V def2-TZVPD RIJCOSX def2/J DEFGRID3
* xyz 0 1
C -1.54 -0.41 0.43
C -1.14 0.48 -0.71
C 1.61 1.79 0.67
O 1.21 0.62 1.12
C 1.58 -0.56 0.40
N 0.81 -1.21 -0.33
C -0.56 -0.92 -0.60
H -1.14 -0.16 1.41
H -2.53 -0.85 0.43
H -1.84 0.65 -1.52
H -0.51 1.33 -0.48
H 2.28 1.57 -0.21
H 2.62 -0.83 0.57
H -0.97 -1.63 -1.31
*
```

***

# C5H7NO

The molecule C5H7NO at a distorted geometry (ωB97M-V/def2-TZVPD, OMol25).

Properties
HOMO, hartree: -0.355
Energy relative to the best compared isomer or geometry (same formula, charge and spin), kJ/mol: 170.5
HOMO-LUMO gap, Eh: 0.3843
Total energy, hartree: -324.65951
Lowest unoccupied orbital energy, eV: 0.7933
Structure (SMILES): N#CCC1(O)CC1

```
! wB97M-V def2-TZVPD RIJCOSX def2/J DEFGRID3
* xyz 0 1
O -0.08 1.60 0.38
C -0.21 0.25 0.07
C 1.11 -0.49 -0.41
C 2.19 0.44 -0.14
N 2.79 1.38 0.18
C -1.46 -0.18 -0.60
C -1.19 -0.59 0.83
H 0.88 1.80 0.54
H 1.24 -1.43 0.12
H 1.07 -0.73 -1.48
H -2.23 0.58 -0.76
H -1.38 -0.92 -1.39
H -0.94 -1.62 1.05
H -1.78 -0.09 1.59
*
```

***

# C5H7NO

A cluster of 2 separate species, C5H7NO in total at a distorted geometry (ωB97M-V/def2-TZVPD, OMol25).

Properties
HOMO, hartree: -0.377
Energy relative to the best compared isomer or geometry (same formula, charge and spin), kJ/mol: 311.0
HOMO-LUMO gap, Eh: 0.3547
Total energy, hartree: -324.60601
Lowest unoccupied orbital energy, eV: -0.5981

```
! wB97M-V def2-TZVPD RIJCOSX def2/J DEFGRID3
* xyz 0 1
C -0.84 -0.86 1.14
C -0.31 0.48 0.73
C 0.84 0.70 0.06
C 1.80 -0.36 -0.33
O 1.71 -1.51 0.03
C -2.05 0.66 -1.60
N -0.99 0.75 -2.13
H -0.77 -1.59 0.33
H -1.87 -0.79 1.50
H -0.19 -1.23 1.93
H -0.93 1.34 0.97
H -0.16 0.71 -1.47
H 1.13 1.73 -0.17
H 2.63 -0.03 -0.98
*
```

***

# C5H7NO

The molecule C5H7NO at a distorted geometry (ωB97M-V/def2-TZVPD, OMol25).

Properties
HOMO, hartree: -0.334
Energy relative to the best compared isomer or geometry (same formula, charge and spin), kJ/mol: 484.6
HOMO-LUMO gap, Eh: 0.3116
Total energy, hartree: -324.53988
Lowest unoccupied orbital energy, eV: -0.6174

```
! wB97M-V def2-TZVPD RIJCOSX def2/J DEFGRID3
* xyz 0 1
C 0.51 0.74 -1.65
C 0.56 -0.01 -0.32
C -0.55 0.52 0.74
C -0.76 -0.45 1.87
O -1.24 -1.71 1.59
C 0.25 -1.43 -0.39
N -0.37 -2.17 0.27
H 1.25 0.34 -2.35
H 0.72 1.80 -1.50
H -0.48 0.64 -2.11
H 1.57 0.08 0.12
H -0.19 1.48 1.12
H -1.45 0.69 0.15
H 0.17 -0.53 2.46
*
```